[1]
This record from OMol25 describes an isolated molecule of C18H27N5O7S at a distorted geometry. The level of theory is wB97M-V/def2-TZVPD.

XYZ file:
```
58
Properties=species:S:1:pos:R:3:mulliken_charge:R:1
C 0.142 5.539 1.277 -1.353
C -0.011 4.014 1.336 -0.479
N -0.211 3.344 0.065 0.871
C 0.881 3.449 -0.885 -0.891
C 2.075 2.591 -0.476 -0.938
C -1.546 3.500 -0.485 -0.992
C -2.378 2.247 -0.156 -0.907
N -1.647 1.075 -0.558 0.381
C -2.048 0.173 -1.453 0.836
O -3.127 0.135 -2.018 -0.777
C -0.976 -0.890 -1.706 0.283
O 0.126 -0.843 -1.179 -0.628
N -1.384 -1.800 -2.598 -0.036
C -0.671 -3.021 -2.849 -1.006
C -0.942 -4.062 -1.751 -0.020
O -0.605 -5.341 -2.208 -0.475
C -0.148 -6.077 -1.091 -0.505
C 0.609 -5.031 -0.267 -0.713
N -0.122 -3.809 -0.564 0.391
S -0.890 -3.046 0.716 1.242
O -2.081 -2.418 0.229 -0.608
O -1.008 -3.958 1.820 -0.748
C 0.259 -1.776 1.248 0.308
C -0.290 -0.645 1.827 -0.289
C 0.543 0.350 2.303 -0.201
C 1.918 0.177 2.199 -0.415
N 2.798 1.217 2.680 1.192
O 2.287 2.235 3.095 -0.638
O 3.991 1.014 2.632 -0.658
C 2.469 -0.968 1.634 -0.787
C 1.626 -1.956 1.159 -0.328
H 1.064 5.819 0.775 0.303
H -0.693 5.998 0.751 0.301
H 0.173 5.936 2.288 0.452
H -0.873 3.769 1.963 0.393
H 0.875 3.592 1.815 0.014
H 1.213 4.490 -1.027 0.459
H 0.520 3.085 -1.850 0.433
H 1.770 1.553 -0.360 0.064
H 2.512 2.946 0.452 0.240
H 2.839 2.641 -1.248 0.453
H -1.497 3.608 -1.571 0.540
H -2.060 4.381 -0.086 0.298
H -3.330 2.254 -0.689 0.489
H -2.567 2.200 0.921 0.228
H -0.685 1.023 -0.246 -0.291
H -2.369 -1.734 -2.835 0.271
H 0.399 -2.798 -2.863 0.236
H -0.978 -3.442 -3.807 0.462
H -2.006 -4.008 -1.460 0.420
H -0.997 -6.473 -0.519 0.291
H 0.473 -6.892 -1.459 0.369
H 1.642 -4.930 -0.617 0.347
H 0.581 -5.226 0.804 0.409
H -1.364 -0.558 1.874 0.378
H 0.153 1.254 2.744 0.429
H 3.542 -1.059 1.570 0.522
H 2.021 -2.846 0.702 0.381
```

Computed properties:
Structure (SMILES) = CCN(CC)CCNC(=O)C(=O)NC[C@H]1OCCN1S(=O)(=O)c1ccc([N+](=O)[O-])cc1
E_LUMO = -0.86 eV
Net charge = 0
ΔE to the lowest compared entry with this formula, charge and spin = 0.3185 eV
Frontier orbital gap = 7.65 eV
F_max = 1.316 eV/Å

---

[2]
This record from OMol25 describes a structure of composition C18H27N5OPt at a distorted geometry. The level of theory is wB97M-V/def2-TZVPD.

XYZ file:
```
52
Properties=species:S:1:pos:R:3:mulliken_charge:R:1
Pt 0.231 -0.152 0.117 0.682
C 4.477 -0.555 -0.146 -0.772
C 4.901 0.797 -0.024 -0.352
C 3.948 1.779 0.009 -0.946
C 2.582 1.472 -0.068 0.827
N 2.184 0.123 -0.135 0.143
C 3.142 -0.820 -0.196 0.187
C 1.502 2.397 -0.080 0.953
C 1.634 3.801 -0.079 -0.743
C 0.519 4.606 -0.076 -0.738
C -0.757 4.052 -0.077 -0.613
C -0.909 2.665 -0.091 -0.053
C 0.191 1.838 -0.084 -0.711
H 5.197 -1.356 -0.205 0.391
H 5.952 1.029 0.031 0.443
H 4.238 2.816 0.094 0.318
H 2.798 -1.843 -0.292 0.175
H 2.618 4.246 -0.055 0.335
H 0.635 5.682 -0.070 0.368
H -1.624 4.696 -0.052 0.413
H -1.900 2.235 -0.101 0.373
C -2.173 -1.789 1.805 -1.572
C -2.548 -1.309 0.387 2.059
C -2.466 -2.484 -0.630 -1.394
C -4.001 -0.793 0.420 -1.984
O -1.746 -0.265 -0.020 -0.751
H -2.756 -2.665 2.088 0.440
H -2.366 -0.985 2.511 0.391
H -1.113 -2.027 1.856 0.126
H -2.548 -3.445 -0.127 0.237
H -1.522 -2.435 -1.169 0.189
H -3.267 -2.406 -1.361 0.452
H -4.678 -1.588 0.722 0.405
H -4.287 -0.422 -0.561 0.434
H -4.078 0.027 1.129 0.440
C -0.176 -5.489 1.270 -0.965
N 0.304 -4.717 0.143 0.019
C 0.220 -5.328 -1.168 -0.927
C 0.419 -3.426 0.253 0.450
N 0.599 -2.288 0.394 -0.668
H 0.354 -6.443 1.306 0.336
H -1.250 -5.686 1.192 0.325
H 0.018 -4.941 2.191 0.347
H 0.739 -6.289 -1.153 0.349
H 0.701 -4.681 -1.900 0.330
H -0.820 -5.498 -1.466 0.304
N 0.066 0.102 3.938 -0.682
N 0.580 0.694 2.743 -0.266
H 0.410 0.561 4.784 0.233
H 0.348 -0.873 3.956 0.173
H 1.580 0.904 2.796 0.224
H 0.076 1.564 2.584 0.267
```

Computed properties:
E_LUMO = 0.18 eV
Net charge = 0
Frontier orbital gap = 6.88 eV
F_max = 2.701 eV/Å

---

[3]
This record from OMol25 describes a cluster of 2 separate species, C18H27N8O4 in total at a distorted geometry. The level of theory is wB97M-V/def2-TZVPD.

XYZ file:
```
57
Properties=species:S:1:pos:R:3:mulliken_charge:R:1
O -3.071 -0.547 -3.152 -0.526
O 3.452 -3.074 2.742 -0.657
O -0.174 -3.967 5.419 -0.656
N -1.480 -1.718 -5.290 -0.221
N -0.682 -1.785 -6.297 -0.737
O -1.278 0.519 -2.333 -0.362
C -1.913 -0.200 -3.294 -0.101
C 2.507 -2.390 3.094 0.654
C -0.580 -2.907 4.979 0.015
C -1.203 -0.574 -4.542 0.219
C -0.172 0.091 -5.152 0.581
C -0.216 2.051 0.329 0.793
C 1.754 3.808 -4.266 -0.419
C 0.362 3.708 -4.179 -0.721
C 2.510 2.693 -4.639 -0.602
C -0.270 2.492 -4.459 -0.256
C 1.876 1.479 -4.925 -0.541
C 0.482 1.363 -4.826 0.557
N -0.391 2.804 1.380 -0.336
N 0.130 -0.703 -6.236 0.277
N -1.549 -2.264 5.636 -0.176
N -0.317 0.735 0.381 -0.025
N 1.324 -2.950 3.364 -0.088
N 0.054 2.636 -0.803 -0.190
C 2.686 -0.888 3.209 -0.769
C -2.157 -0.964 5.347 -0.705
C -0.683 -0.082 1.554 -0.723
C -0.527 -1.585 1.273 -0.882
C -0.918 -2.444 2.489 -1.026
C 0.033 -2.305 3.698 0.278
H -2.008 0.644 -1.700 0.210
H 2.249 4.756 -4.073 0.428
H -0.230 4.584 -3.930 0.493
H 3.591 2.773 -4.723 0.411
H -1.355 2.436 -4.428 0.460
H 2.480 0.624 -5.220 0.458
H -0.306 3.803 1.316 0.202
H -0.602 2.371 2.260 0.163
H 0.817 -0.471 -6.952 0.244
H -1.874 -2.758 6.455 0.293
H -0.135 0.240 -0.482 0.313
H 1.343 -3.963 3.381 0.264
H 0.133 2.079 -1.646 0.060
H 0.173 3.630 -0.857 0.216
H 3.748 -0.662 3.109 0.339
H 2.352 -0.555 4.190 0.313
H 2.141 -0.392 2.414 0.011
H -2.802 -1.032 4.471 0.238
H -2.774 -0.660 6.196 0.350
H -1.389 -0.206 5.193 0.214
H -1.724 0.115 1.819 0.418
H -0.052 0.199 2.396 0.422
H -1.181 -1.854 0.441 0.481
H 0.501 -1.803 0.980 0.482
H -0.941 -3.493 2.183 0.357
H -1.932 -2.178 2.781 0.383
H 0.192 -1.257 3.925 0.124
```

Computed properties:
E_LUMO = -2.99 eV
Net charge = +1
Frontier orbital gap = 8.81 eV
F_max = 3.234 eV/Å

---

[4]
This record from OMol25 describes an isolated molecule of C18H27NO3. The level of theory is wB97M-V/def2-TZVPD.

XYZ file:
```
49
Properties=species:S:1:pos:R:3:mulliken_charge:R:1
C 4.724 1.971 2.379 -0.857
O 5.455 2.059 1.180 -0.506
C 5.353 1.017 0.287 1.270
C 4.576 -0.112 0.457 -0.441
C 4.552 -1.105 -0.520 0.225
C 3.648 -2.292 -0.314 -1.385
N 2.256 -1.939 -0.538 -0.111
C 1.440 -1.551 0.468 0.505
O 1.784 -1.564 1.632 -0.675
C 0.044 -1.142 0.032 -0.369
C -0.992 -2.022 0.737 -0.624
C -2.432 -1.669 0.372 -0.624
C -2.863 -0.281 0.858 -0.433
C -4.327 -0.072 0.637 -0.306
C -4.847 0.832 -0.175 -0.523
C -6.314 1.031 -0.413 0.632
C -6.721 2.454 -0.027 -1.503
C -6.643 0.763 -1.884 -1.501
C 5.310 -0.953 -1.668 -0.822
C 6.097 0.173 -1.845 -0.678
C 6.126 1.163 -0.879 0.326
O 6.897 2.267 -1.056 -0.615
H 3.649 1.910 2.189 0.344
H 5.036 1.105 2.972 0.343
H 4.945 2.885 2.927 0.241
H 3.972 -0.248 1.340 0.543
H 3.712 -2.640 0.720 0.334
H 3.915 -3.107 -0.992 0.524
H 1.974 -1.789 -1.494 0.262
H -0.069 -1.216 -1.051 0.192
H -0.100 -0.101 0.329 0.225
H -0.804 -3.064 0.468 0.343
H -0.847 -1.928 1.815 0.286
H -3.092 -2.416 0.821 0.363
H -2.562 -1.724 -0.711 0.317
H -2.302 0.493 0.333 0.233
H -2.643 -0.200 1.927 0.304
H -4.979 -0.741 1.185 0.293
H -4.198 1.501 -0.728 0.289
H -6.874 0.323 0.207 0.258
H -6.183 3.180 -0.634 0.338
H -6.492 2.643 1.020 0.354
H -7.788 2.600 -0.180 0.419
H -7.709 0.890 -2.064 0.425
H -6.101 1.455 -2.525 0.335
H -6.364 -0.252 -2.156 0.349
H 5.297 -1.718 -2.430 0.348
H 6.698 0.302 -2.731 0.400
H 6.788 2.830 -0.277 0.355
```

Computed properties:
Structure (SMILES) = COc1cc(CNC(=O)CCCC/C=C/C(C)C)ccc1O
E_LUMO = 0.73 eV
Net charge = 0
ΔE to the lowest compared entry with this formula, charge and spin = 0.9847 eV
Frontier orbital gap = 8.90 eV
F_max = 0.707 eV/Å

---

Q: Which value of frontier orbital gap does entry 4 give?
A: 8.90 eV

---

Q: The highest frontier orbital gap belongs to which entry?
A: C18H27NO3

---

Q: What is the formula in the second record?
A: C18H27N5OPt